[1]
Here is a structure of composition C35H52AsBiOP3 from the Open Molecules 2025 dataset. Energies are from wB97M-V/def2-TZVPD.

Summary:
LUMO level (alpha / beta) ... -10.93 / -11.69 eV
Relative energy (zero: lowest compared OMol25 entry of this formula, charge and spin) ... 0.000 eV
Orbital gap (alpha / beta) ... 4.00 / 3.24 eV

The geometry in ORCA input format:
```
! RIJCOSX wB97M-V def2-TZVPD def2/J DEFGRID3
* xyz 3 1
Bi -0.3496 1.3233 0.0393
P -0.7209 3.3462 1.6328
P -2.9171 0.0038 0.3716
P 2.1953 1.0403 -0.8991
H -2.5169 -0.6351 -4.4523
C -1.4663 -0.9251 -4.2918
C -1.1195 -2.1630 -3.8712
H -1.8782 -2.9203 -3.6507
C -1.4826 4.5587 0.4760
C -1.8319 3.1757 3.0831
C 0.8196 4.0918 2.2498
C -3.2410 -1.5254 -0.5855
C -3.6407 -0.4268 1.9963
C -4.2058 1.1379 -0.2931
C 2.4250 -0.3193 -2.0799
C 3.6526 1.0979 0.1611
C 2.4557 2.4964 -1.9503
H -0.6964 -0.2173 -4.6559
H -0.0712 -2.4795 -3.8151
H -1.8159 5.4445 1.0375
H -2.3736 4.0895 0.0136
H -0.7972 4.8974 -0.3206
H -1.8617 4.1571 3.5850
H -1.4713 2.4137 3.8006
H -2.8554 2.8905 2.7739
H 0.5612 4.9502 2.8863
H 1.4398 4.4306 1.4048
H 1.3960 3.3567 2.8390
H -4.3152 -1.6562 -0.7896
H -2.8890 -2.3906 -0.0085
H -2.7003 -1.4933 -1.5420
H -4.7376 -0.3439 1.9462
H -3.2526 0.2587 2.7616
H -3.3596 -1.4565 2.2577
H -5.2057 0.7484 -0.0461
H -4.0993 1.2171 -1.3866
H -4.0937 2.1416 0.1512
H 3.1914 -0.0348 -2.8148
H 1.4859 -0.5412 -2.6083
H 2.7537 -1.2194 -1.5488
H 4.5297 1.1950 -0.4917
H 3.7234 0.1821 0.7585
H 3.5873 1.9722 0.8216
H 3.3933 2.4070 -2.5145
H 2.4684 3.3978 -1.3213
H 1.6133 2.5772 -2.6438
C 0.0140 4.3654 -3.5470
C -0.6158 5.6329 -3.5274
C -0.4473 6.4867 -4.6264
C 0.2956 6.0949 -5.7526
C 0.9638 4.8627 -5.7335
C 0.8176 3.9898 -4.6394
O -0.1306 3.3810 -2.5708
H -0.8414 3.5014 -1.9048
H -1.2596 5.9334 -2.6999
H -0.9329 7.4639 -4.6500
H 0.3399 6.7183 -6.6527
H 1.5768 4.5314 -6.5834
H 1.2675 2.9894 -4.6625
C 0.8127 -6.5495 -0.7971
C -0.0890 -5.6115 -1.3233
C -0.1676 -4.3215 -0.7763
C 0.6324 -3.9829 0.3312
C 1.5221 -4.9230 0.8575
C 1.6201 -6.1991 0.2896
As 0.4016 -2.1735 1.1201
C -0.7186 -2.7449 2.6509
C -0.9107 -1.8452 3.7112
C -1.7910 -2.1662 4.7473
C -2.5054 -3.3671 4.7180
C -2.3337 -4.2507 3.6483
C -1.4434 -3.9420 2.6103
C 2.1634 -2.2295 2.0108
C 2.3103 -2.2004 3.3994
C 3.5889 -2.1225 3.9610
C 4.7189 -2.0723 3.1409
C 4.5699 -2.1244 1.7486
C 3.2960 -2.2410 1.1832
H 0.8709 -7.5479 -1.2368
H -0.7365 -5.8740 -2.1651
H -0.8435 -3.5757 -1.2027
H 2.1535 -4.6717 1.7088
H 2.3290 -6.9219 0.6951
H -0.3686 -0.8993 3.7231
H -1.9188 -1.4703 5.5760
H -3.2006 -3.6098 5.5272
H -2.9006 -5.1871 3.6135
H -1.3291 -4.6299 1.7697
H 1.4498 -2.2352 4.0584
H 3.7184 -2.1044 5.0436
H 5.7243 -1.9842 3.5594
H 5.4373 -2.0887 1.0822
H 3.1645 -2.3358 0.1009
*
```

[2]
Here is a cluster of 5 separate species, C29H65N7O8S in total from the Open Molecules 2025 dataset. Energies are from wB97M-V/def2-TZVPD.

Summary:
LUMO level ... 0.44 eV
Orbital gap ... 9.00 eV
SMILES ... NC[C@@H](O)C[C@@H]1C(=O)OC[C@@H]1CCCCSc1nnco1.COC[C@@H](C)N.COC[C@@H](C)N.COC[C@@H](C)N.COC[C@@H](C)N

The geometry in ORCA input format:
```
! RIJCOSX wB97M-V def2-TZVPD def2/J DEFGRID3
* xyz 0 1
N -0.7397 -0.7379 -1.8460
C -0.7735 0.5802 -1.2004
C 0.3237 1.5541 -1.6120
O 0.3270 2.6364 -0.6787
C 1.7431 1.0026 -1.8413
C 2.3402 -0.0563 -0.9080
C 2.1470 0.1068 0.5835
O 1.3408 0.7140 1.1864
O 3.1455 -0.5641 1.2139
C 4.3208 -0.2968 0.4368
C 3.8711 -0.3113 -1.0406
C 4.7580 0.6666 -1.8095
C 4.6626 0.6811 -3.3281
C 4.9380 -0.6772 -3.9798
C 3.7447 -1.6402 -3.9832
S 3.1056 -1.9978 -5.6309
C 3.7722 -3.5802 -5.8699
N 4.1526 -4.4276 -4.9589
N 4.6263 -5.5423 -5.6595
C 4.4722 -5.2669 -6.9106
O 3.9484 -4.0380 -7.1298
H -0.2251 -0.7389 -2.7146
H -0.3378 -1.4234 -1.2260
H -1.7173 1.0555 -1.4635
H -0.7993 0.4830 -0.1244
H 0.0165 1.9616 -2.5788
H 0.5127 3.4386 -1.1715
H 2.3937 1.8748 -1.8116
H 1.7774 0.6385 -2.8636
H 1.9041 -1.0107 -1.1917
H 4.6300 0.7130 0.7040
H 5.0921 -1.0240 0.6424
H 4.0692 -1.3244 -1.3779
H 4.6006 1.6620 -1.3960
H 5.7874 0.3950 -1.5708
H 5.4181 1.3724 -3.6967
H 3.7126 1.0657 -3.6876
H 5.2865 -0.5037 -4.9929
H 5.7650 -1.1539 -3.4546
H 2.9049 -1.2432 -3.4248
H 4.0069 -2.5823 -3.5184
H 4.7197 -5.9179 -7.7253
C -2.2313 4.9331 3.1182
O -1.2760 3.9596 3.4823
C -1.7918 2.8148 4.1337
C -2.3814 1.7476 3.2022
C -3.7574 2.1030 2.6448
N -1.4885 1.4057 2.0943
H -3.0383 4.9955 3.8553
H -2.6597 4.7349 2.1321
H -1.7194 5.8947 3.0787
H -0.9418 2.3737 4.6595
H -2.5241 3.1102 4.8975
H -2.5035 0.8488 3.8151
H -3.6874 2.8265 1.8325
H -4.2384 1.2122 2.2405
H -4.4089 2.5167 3.4180
H -0.6111 1.0441 2.4561
H -1.2222 2.2612 1.6123
C -1.8088 -0.7251 6.2258
O -2.2818 0.5217 6.7063
C -3.2090 0.4524 7.7681
C -2.5993 0.2585 9.1622
C -2.1141 -1.1618 9.4340
N -1.5067 1.1960 9.4325
H -2.5856 -1.4941 6.2798
H -0.9255 -1.0614 6.7733
H -1.5258 -0.5878 5.1823
H -3.7288 1.4150 7.7575
H -3.9589 -0.3219 7.5544
H -3.3996 0.4732 9.8770
H -1.1621 -1.3637 8.9438
H -1.9625 -1.3057 10.5030
H -2.8393 -1.9024 9.0908
H -1.8537 2.1490 9.3784
H -0.8353 1.1233 8.6729
C -8.7109 0.5119 4.1432
O -7.3738 0.8635 4.4408
C -6.8779 0.3955 5.6780
C -6.3718 -1.0538 5.6534
C -7.4837 -2.0980 5.6498
N -5.4663 -1.3048 4.5295
H -9.3283 0.4931 5.0464
H -8.7753 -0.4568 3.6419
H -9.1038 1.2706 3.4671
H -6.0292 1.0447 5.9118
H -7.6263 0.5435 6.4688
H -5.7941 -1.1989 6.5715
H -7.9446 -2.1940 4.6674
H -7.0792 -3.0749 5.9122
H -8.2639 -1.8491 6.3719
H -4.6595 -0.6897 4.6014
H -5.9343 -1.0094 3.6770
C 4.0571 -0.3844 -12.1413
O 3.4309 -0.9573 -11.0101
C 4.2417 -1.8146 -10.2329
C 5.1491 -1.1033 -9.2211
C 6.3705 -0.4322 -9.8420
N 4.4226 -0.1247 -8.4087
H 4.7712 -1.0784 -12.5949
H 4.5689 0.5490 -11.8944
H 3.2766 -0.1620 -12.8681
H 3.5437 -2.4445 -9.6753
H 4.8273 -2.4753 -10.8873
H 5.5128 -1.8817 -8.5423
H 6.1108 0.5075 -10.3288
H 7.1035 -0.2025 -9.0693
H 6.8478 -1.0796 -10.5804
H 3.6860 -0.6040 -7.8977
H 3.9357 0.5043 -9.0420
*
```

[3]
Here is the molecule C3H8N2S from the Open Molecules 2025 dataset. Energies are from wB97M-V/def2-TZVPD.

Summary:
LUMO level ... 0.87 eV
Relative energy (zero: lowest compared OMol25 entry of this formula, charge and spin) ... 2.419 eV
Orbital gap ... 9.43 eV
SMILES ... N[C@@H]1C(S)[C@H]1N

The geometry in ORCA input format:
```
! RIJCOSX wB97M-V def2-TZVPD def2/J DEFGRID3
* xyz 0 1
N 0.6723 -1.4770 -1.0486
C 0.7410 -0.1079 -0.7555
C 0.2807 0.4469 0.5608
S -0.3621 -0.6897 1.7894
C -0.4742 0.7227 -0.6979
N -0.5935 1.9960 -1.3780
H 1.5171 -2.0209 -1.1756
H 0.0493 -1.7310 -1.9587
H 1.4133 0.6034 -1.1877
H 0.9052 1.2260 0.9315
H -0.3869 -1.7618 0.9871
H -1.4270 0.1230 -0.7212
H -0.0809 2.7002 -0.8261
H -0.0332 1.8936 -2.3387
*
```

[4]
Here is the molecule Cl5NP2 from the Open Molecules 2025 dataset. Energies are from wB97M-V/def2-TZVPD.

Summary:
LUMO level (alpha / beta) ... -0.18 / -4.28 eV
Relative energy (zero: lowest compared OMol25 entry of this formula, charge and spin) ... 0.000 eV
Orbital gap (alpha / beta) ... 6.98 / 6.03 eV
<S²> ... 2.006

The geometry in ORCA input format:
```
! RIJCOSX wB97M-V def2-TZVPD def2/J DEFGRID3
* xyz 0 3
N -1.0334 -0.0661 0.1442
P -1.2982 1.4842 0.7093
P 0.2696 -0.9300 -0.0796
Cl 1.2629 1.7556 0.9835
Cl -1.5316 2.3572 -1.1166
Cl -0.5223 -2.6905 -0.7293
Cl 1.6145 -0.3873 -1.4177
Cl 1.2384 -1.5232 1.5063
*
```